Record 1
Density functional theory data (ωB97M-V with the def2-TZVPD basis set) for C58H34Br2I4N7O2Sc as an isolated structure.

XYZ file:
```
108
Properties=species:S:1:pos:R:3:lowdin_charge:R:1
Sc 0.02 -0.57 -0.14 1.203
I 4.05 2.41 -8.63 0.857
C 3.30 1.82 -6.78 -0.748
C 3.45 2.66 -5.68 -0.148
C 2.94 2.26 -4.46 -0.032
C 2.28 1.05 -4.31 -0.217
C 2.14 0.22 -5.42 -0.008
C 2.65 0.60 -6.65 -0.138
C 1.72 0.67 -2.98 -0.082
C 0.59 1.29 -2.56 -0.217
C -0.11 2.33 -3.30 0.021
C -1.04 2.86 -2.50 0.011
C -0.97 2.15 -1.21 -0.238
C -1.73 2.43 -0.11 -0.092
C -2.79 3.47 -0.21 -0.209
C -4.12 3.09 -0.08 -0.021
C -5.14 4.02 -0.16 -0.141
C -4.83 5.36 -0.37 -0.748
I -6.35 6.77 -0.50 0.862
C -3.51 5.76 -0.50 -0.146
C -2.50 4.81 -0.41 -0.031
C -1.53 1.83 1.17 -0.225
N -0.73 0.80 1.45 0.066
C -0.66 0.74 2.86 -0.220
C 0.21 -0.07 3.56 -0.049
C 0.65 0.25 4.92 -0.163
C 0.88 1.56 5.34 -0.020
C 1.34 1.84 6.61 -0.142
C 1.58 0.79 7.49 -0.742
I 2.29 1.18 9.41 0.871
C 1.37 -0.53 7.09 -0.142
C 0.92 -0.79 5.81 -0.009
C 0.85 -1.15 2.86 -0.289
C 0.22 -2.05 1.97 -0.114
C 1.24 -2.52 1.15 -0.097
C 2.41 -1.88 1.61 -0.291
N 2.19 -1.10 2.68 0.205
C 3.61 -1.68 0.83 -0.049
C 3.45 -1.19 -0.43 -0.202
C 4.47 -1.09 -1.45 0.008
C 3.90 -0.49 -2.52 0.025
C 2.54 -0.17 -2.14 -0.217
N 2.24 -0.63 -0.93 0.087
C 4.94 -1.82 1.45 -0.165
C 5.21 -2.92 2.27 -0.009
C 6.44 -3.06 2.88 -0.144
C 7.40 -2.08 2.70 -0.742
I 9.25 -2.27 3.65 0.868
C 7.15 -0.97 1.91 -0.142
C 5.92 -0.85 1.29 -0.020
C -1.52 1.74 3.41 -0.026
C -2.09 2.40 2.37 0.013
N 0.00 1.18 -1.31 0.010
H 3.97 3.60 -5.78 0.092
H 3.06 2.91 -3.60 0.128
H 1.65 -0.73 -5.31 0.095
H 2.54 -0.05 -7.51 0.094
H 0.11 2.62 -4.32 0.121
H -1.74 3.65 -2.73 0.117
H -4.36 2.04 0.08 0.108
H -6.18 3.71 -0.06 0.093
H -3.26 6.80 -0.66 0.093
H -1.46 5.12 -0.50 0.126
H 0.74 2.38 4.64 0.121
H 1.53 2.86 6.92 0.094
H 1.57 -1.34 7.78 0.093
H 0.77 -1.81 5.49 0.123
H -0.80 -2.39 2.02 0.113
H 1.21 -3.32 0.42 0.119
H 5.47 -1.47 -1.35 0.118
H 4.35 -0.26 -3.47 0.118
H 4.44 -3.67 2.41 0.123
H 6.64 -3.93 3.50 0.093
H 7.90 -0.20 1.79 0.094
H 5.70 0.03 0.70 0.122
H -1.69 1.91 4.46 0.121
H -2.79 3.21 2.42 0.118
Br -7.93 -1.45 2.78 0.769
C -6.15 -1.13 2.24 -0.682
C -5.19 -0.77 3.17 -0.090
C -3.91 -0.52 2.70 -0.102
N -3.55 -0.63 1.42 0.156
C -4.48 -0.99 0.55 -0.220
C -5.81 -1.25 0.90 -0.060
C -4.05 -1.11 -0.87 -0.229
C -4.50 -2.18 -1.64 -0.062
C -4.06 -2.25 -2.95 -0.684
Br -4.55 -3.72 -4.03 0.785
C -3.25 -1.25 -3.47 -0.086
C -2.89 -0.22 -2.61 -0.099
N -3.25 -0.16 -1.33 0.154
H -5.43 -0.68 4.22 0.105
H -3.13 -0.23 3.39 0.100
H -6.54 -1.51 0.16 0.111
H -5.13 -2.95 -1.22 0.117
H -2.90 -1.27 -4.49 0.112
H -2.26 0.58 -2.97 0.102
O 1.07 -2.38 -4.01 0.078
C 0.29 -2.74 -3.16 -0.445
C -0.42 -4.10 -3.17 -0.063
C -1.22 -4.11 -1.87 -0.063
C -0.93 -2.73 -1.33 -0.515
O -1.38 -2.25 -0.26 -0.084
N -0.09 -2.00 -2.05 0.124
H 0.32 -4.89 -3.24 0.124
H -1.05 -4.15 -4.06 0.115
H -0.89 -4.85 -1.15 0.130
H -2.30 -4.23 -2.00 0.093
```

Electronic energy   -268416.664 eV
Gap between HOMO and LUMO   5.7 eV
Energy above the lowest of the compared OMol25 structures with the same formula, charge and spin   0.0 kJ/mol
HOMO   -7.1 eV



Record 2
Density functional theory data (ωB97M-V with the def2-TZVPD basis set) for C58H37I4N9S2Sc as an isolated structure.

XYZ file:
```
111
Properties=species:S:1:pos:R:3:lowdin_charge:R:1
Sc 17.60 12.22 17.80 1.085
I 26.39 8.01 16.20 0.840
C 24.55 9.07 16.41 -0.698
C 24.58 10.44 16.57 -0.150
C 23.42 11.16 16.83 -0.038
C 22.18 10.52 16.85 -0.205
C 22.16 9.15 16.64 -0.022
C 23.32 8.41 16.48 -0.132
C 20.94 11.34 17.10 -0.054
C 20.65 11.80 18.39 -0.248
C 21.58 11.70 19.48 0.025
C 21.02 12.38 20.54 0.031
C 19.76 12.93 20.07 -0.203
C 18.99 13.86 20.79 -0.073
C 19.61 14.63 21.88 -0.204
C 19.89 14.06 23.14 -0.044
C 20.45 14.80 24.16 -0.139
C 20.93 16.08 23.89 -0.704
I 22.09 17.16 25.31 0.846
C 20.69 16.67 22.66 -0.148
C 19.99 15.97 21.69 -0.007
C 17.66 14.18 20.41 -0.219
N 17.02 13.85 19.23 0.030
C 15.73 14.29 19.36 -0.219
C 14.72 14.27 18.33 -0.060
C 13.31 14.47 18.70 -0.190
C 12.51 15.53 18.25 -0.026
C 11.19 15.71 18.69 -0.149
C 10.64 14.82 19.59 -0.654
I 8.60 15.22 20.22 0.787
C 11.41 13.77 20.10 -0.124
C 12.73 13.61 19.66 -0.039
C 15.08 13.99 16.99 -0.255
C 14.24 14.24 15.85 0.020
C 15.01 14.00 14.74 -0.006
C 16.30 13.60 15.21 -0.222
N 16.28 13.47 16.57 0.019
C 17.44 13.46 14.33 -0.027
C 18.63 12.81 14.74 -0.227
C 19.73 12.49 13.87 -0.005
C 20.70 11.91 14.65 0.020
C 20.18 11.83 16.00 -0.221
N 18.92 12.39 16.03 0.026
C 17.27 13.93 12.93 -0.180
C 16.88 15.26 12.65 -0.042
C 16.77 15.76 11.37 -0.139
C 17.08 14.95 10.26 -0.694
I 17.00 15.79 8.30 0.834
C 17.44 13.64 10.50 -0.146
C 17.49 13.11 11.79 -0.032
C 15.53 14.88 20.68 -0.001
C 16.72 14.81 21.33 -0.007
N 19.51 12.46 18.78 0.020
H 25.58 10.93 16.49 0.103
H 23.52 12.24 17.02 0.138
H 21.21 8.59 16.65 0.112
H 23.32 7.32 16.41 0.098
H 22.54 11.17 19.48 0.128
H 21.43 12.54 21.55 0.120
H 19.61 13.03 23.33 0.124
H 20.56 14.41 25.18 0.105
H 21.05 17.69 22.50 0.098
H 19.78 16.45 20.75 0.123
H 12.93 16.23 17.54 0.119
H 10.62 16.56 18.36 0.088
H 10.98 13.02 20.74 0.095
H 13.30 12.74 20.01 0.105
H 13.19 14.55 15.85 0.118
H 14.68 14.06 13.71 0.127
H 19.82 12.70 12.81 0.114
H 21.72 11.61 14.32 0.129
H 16.64 15.93 13.48 0.128
H 16.53 16.81 11.18 0.100
H 17.72 13.01 9.64 0.104
H 17.77 12.06 11.94 0.113
H 14.61 15.33 21.08 0.130
H 16.96 15.15 22.34 0.128
N 17.84 7.85 18.25 0.197
C 18.21 7.76 16.90 -0.170
C 18.75 6.73 16.13 -0.011
C 19.00 7.00 14.79 -0.073
C 18.58 8.20 14.23 -0.072
C 18.13 9.25 15.01 -0.018
C 18.00 9.05 16.39 -0.207
N 17.61 9.92 17.44 0.088
C 17.47 9.14 18.51 -0.287
C 16.97 9.55 19.78 -0.330
C 16.44 8.72 20.75 -0.309
S 15.61 9.68 21.92 1.079
C 16.11 11.11 21.09 -0.419
N 16.78 10.94 19.96 0.016
H 17.78 7.11 18.93 0.162
H 19.01 5.76 16.56 0.122
H 19.49 6.28 14.11 0.118
H 18.66 8.36 13.16 0.111
H 17.90 10.18 14.52 0.105
H 16.53 7.64 20.82 0.088
H 15.83 12.09 21.51 0.095
C 11.32 10.47 16.72 -0.049
N 12.38 9.82 16.01 -0.133
C 12.27 9.04 14.85 -0.043
C 13.53 8.65 14.56 -0.085
N 14.40 9.19 15.49 0.077
C 13.70 9.88 16.44 -0.762
S 14.28 10.63 17.81 0.683
H 10.36 10.03 16.42 0.102
H 11.34 11.53 16.51 0.092
H 11.48 10.32 17.79 0.074
H 11.33 8.80 14.36 0.135
H 13.90 8.10 13.69 0.124
H 15.38 8.97 15.58 0.118
```

Electronic energy   -148931.541 eV
Gap between HOMO and LUMO   5.6 eV
Energy above the lowest of the compared OMol25 structures with the same formula, charge and spin   0.0 kJ/mol
Total charge   +1
HOMO   -9.1 eV